No. 1
Formula: C18H21N3OS
Source: the OMol25 dataset
Level of theory: wB97M-V/def2-TZVPD

Last column: Löwdin charge in e.
Geometry (Å):
C (-4.1444, -0.8788, 2.1558)  -0.10
C (-5.1633, -0.0396, 1.3933)  -0.26
C (-4.8313, 1.4544, 1.3730)  -0.19
C (-3.4944, 1.8614, 0.7324)  -0.19
N (-3.3349, 1.7131, -0.7112)  -0.24
C (-4.4153, 2.2730, -1.4954)  -0.08
C (-2.9115, 0.3923, -1.1456)  -0.11
C (-1.4416, 0.2405, -0.8270)  -0.24
O (-0.7470, 1.3716, -0.7972)  0.11
C (-0.8708, -0.9764, -0.6073)  -0.19
C (-1.6765, -2.1323, -0.6460)  -0.26
N (-2.3283, -3.0769, -0.6627)  0.18
C (0.5333, -1.1563, -0.3276)  -0.51
N (1.4009, -0.2154, -0.2406)  0.11
C (2.6523, -0.6677, 0.0356)  -0.33
C (3.7389, 0.2953, 0.1630)  -0.17
C (3.4575, 1.6515, -0.0058)  -0.03
C (4.4609, 2.5935, 0.1080)  -0.08
C (5.7586, 2.1991, 0.3910)  -0.10
C (6.0464, 0.8545, 0.5597)  -0.09
C (5.0469, -0.0933, 0.4474)  -0.03
C (2.7309, -2.0308, 0.1645)  -0.35
S (1.2009, -2.7725, -0.0649)  1.07
H (-3.1718, -0.8745, 1.6694)  0.05
H (-4.4789, -1.9117, 2.2114)  0.08
H (-4.0245, -0.5000, 3.1687)  0.08
H (-5.2713, -0.4214, 0.3762)  0.09
H (-6.1373, -0.1524, 1.8770)  0.11
H (-5.6431, 1.9890, 0.8752)  0.10
H (-4.7983, 1.8093, 2.4063)  0.11
H (-2.6807, 1.3145, 1.2128)  0.12
H (-3.3477, 2.9271, 0.9475)  0.12
H (-5.3310, 1.6692, -1.4762)  0.09
H (-4.0884, 2.3672, -2.5318)  0.09
H (-4.6435, 3.2677, -1.1154)  0.09
H (-3.0249, 0.3402, -2.2353)  0.15
H (-3.4816, -0.4404, -0.7199)  0.11
H (-1.3948, 2.1006, -0.8999)  0.12
H (2.4419, 1.9413, -0.2261)  0.10
H (4.2323, 3.6412, -0.0245)  0.10
H (6.5438, 2.9356, 0.4802)  0.10
H (7.0572, 0.5429, 0.7802)  0.10
H (5.2858, -1.1374, 0.5811)  0.10
H (3.5844, -2.6406, 0.3779)  0.06

HOMO-LUMO gap = 8.29 eV
energy above the lowest of the compared OMol25 structures with the same formula, charge and spin = 50.1 kcal per mole
SMILES string = CCCCN(C)C/C(O)=C(\C#N)c1nc(-c2ccccc2)cs1

No. 2
Formula: C14H31O3P
Source: the OMol25 dataset
Level of theory: wB97M-V/def2-TZVPD

Last column: Löwdin charge in e.
Geometry (Å):
C (-5.1672, -1.9610, -0.0979)  -0.09
C (-3.7297, -1.9826, 0.5490)  -0.25
C (-2.5501, -2.0393, -0.4375)  -0.20
C (-1.3196, -2.1399, 0.3117)  -0.19
O (-0.2197, -2.5179, -0.6326)  -0.12
C (0.0337, -1.3806, -1.2857)  -0.32
P (0.5092, 0.2274, -0.3411)  0.74
O (1.0490, 0.2308, 0.9207)  -0.29
C (-0.9187, 1.4738, -0.5296)  -0.35
C (-0.6562, 2.7237, 0.0034)  -0.32
C (-1.9119, 3.7917, 0.2358)  -0.34
C (-2.9992, 3.3029, 0.9281)  -0.20
C (1.9087, 1.0640, -1.4886)  -0.16
O (2.8132, -0.0258, -1.9647)  -0.23
C (3.4642, -0.6788, -0.9038)  -0.20
C (4.3634, 0.4735, 0.0648)  -0.11
C (5.3234, -0.5342, 0.7073)  -0.13
C (4.5866, -1.4772, 2.0979)  -0.03
H (-5.3680, -2.9046, -0.8614)  0.12
H (-6.1109, -1.8846, 0.6462)  0.12
H (-5.2247, -1.2970, -0.8368)  -0.02
H (-3.7452, -1.2247, 1.0010)  -0.02
H (-3.8501, -2.7063, 1.3090)  0.11
H (-2.8010, -1.1219, -1.1261)  0.15
H (-2.8994, -2.9790, -1.0528)  0.16
H (-1.4053, -2.8923, 0.9770)  0.10
H (-1.2167, -1.2011, 0.8616)  0.12
H (-0.7959, -1.2002, -1.8965)  0.06
H (0.9508, -1.6022, -2.0147)  0.15
H (-1.0633, 1.7161, -1.7576)  0.17
H (-1.7951, 0.9077, -0.3450)  0.04
H (-0.4255, 2.4499, 1.2378)  0.17
H (0.2898, 3.1785, -0.2898)  0.10
H (-2.0820, 3.7036, -0.9553)  0.14
H (-1.4282, 4.8069, 0.4782)  0.13
H (-2.7593, 2.9823, 2.0601)  0.13
H (-3.7641, 4.1266, 0.6810)  0.11
H (-3.3472, 2.3307, 0.3979)  0.10
H (1.5591, 1.2832, -2.3796)  0.03
H (2.3588, 1.9405, -1.0426)  0.09
H (4.3071, -1.3714, -1.4553)  0.16
H (2.8459, -1.2932, -0.2840)  0.07
H (4.8302, 0.8499, -0.5509)  -0.04
H (3.5433, 0.8799, 0.6175)  0.09
H (5.7650, 0.2293, 1.6999)  0.16
H (5.8726, -1.1451, 0.2577)  -0.02
H (5.2846, -1.8997, 2.5360)  -0.08
H (3.7197, -0.8379, 2.5041)  0.09
H (4.1756, -2.3741, 1.4461)  0.08

HOMO-LUMO gap = 9.17 eV
energy above the lowest of the compared OMol25 structures with the same formula, charge and spin = 334.7 kcal per mole
SMILES string = CCCCOCP(=O)(CCCC)COCCCC

No. 3
Formula: C18H29N3NaNbO4
Source: the OMol25 dataset
Level of theory: wB97M-V/def2-TZVPD

Last column: Löwdin charge in e.
Geometry (Å):
N (0.5854, 1.5946, -1.1163)  -0.25
C (-0.1195, 2.9955, -1.4457)  0.05
O (0.3175, 3.5079, -2.4861)  0.04
Na (1.6974, 1.7495, -3.1550)  0.66
Nb (0.4711, 0.1821, 0.1027)  1.85
N (1.3321, 0.9334, 1.7924)  -0.22
N (1.5656, -1.3418, -0.7949)  -0.18
C (1.5829, 2.3725, 2.1646)  -0.61
C (1.2979, -2.0687, -2.0714)  -0.61
C (2.5247, 2.9341, 1.0806)  -0.05
C (2.2302, 2.5149, 3.5480)  -0.04
C (0.2354, 3.1520, 2.1445)  -0.03
C (2.5557, -2.6799, -2.6732)  -0.05
C (0.3113, -3.2431, -1.8684)  -0.01
C (0.7371, -1.0589, -3.0946)  -0.05
H (3.4527, 2.3360, 1.0972)  0.09
H (2.7598, 3.9838, 1.3044)  0.10
H (2.0839, 2.8550, 0.0640)  0.03
H (1.5793, 2.0847, 4.3219)  0.10
H (2.3412, 3.5889, 3.7335)  0.10
H (3.2253, 2.0609, 3.5304)  0.10
H (-0.2553, 3.1849, 1.1498)  0.05
H (0.4410, 4.1889, 2.4661)  0.10
H (-0.4630, 2.7071, 2.8740)  0.10
H (3.3012, -1.9035, -2.8653)  0.10
H (2.2781, -3.1238, -3.6351)  0.11
H (2.9840, -3.4685, -2.0521)  0.09
H (0.7055, -3.9936, -1.1698)  0.10
H (0.0883, -3.7207, -2.8395)  0.11
H (-0.6508, -2.9158, -1.4703)  0.05
H (-0.1201, -0.4742, -2.7149)  0.06
H (0.3825, -1.6143, -3.9754)  0.11
H (1.5669, -0.3817, -3.4048)  0.06
C (2.6831, -1.7808, 0.0389)  -0.12
H (3.1407, -0.9086, 0.5441)  0.07
H (2.4119, -2.5223, 0.8407)  0.12
H (3.4885, -2.2554, -0.5737)  0.09
C (1.8036, -0.0938, 2.7181)  -0.13
H (1.5062, 0.1128, 3.7545)  0.10
H (1.3613, -1.0661, 2.4762)  0.07
H (2.8985, -0.2102, 2.7108)  0.10
O (-3.4466, -2.1647, -1.6648)  0.12
C (-4.0853, -1.3873, -0.7683)  -0.21
C (-5.4914, -1.4349, -0.7079)  0.04
C (-6.1780, -0.5125, 0.0976)  -0.02
C (-5.5393, 0.4790, 0.8169)  -0.04
C (-4.1399, 0.5270, 0.8143)  0.02
C (-3.4228, -0.4395, 0.0840)  -0.08
C (-2.0016, -0.3751, 0.0545)  -0.46
O (-1.3280, 0.3826, 0.8963)  -0.17
O (-1.2576, -0.9908, -0.8243)  -0.15
H (-2.4970, -2.0078, -1.4224)  0.07
H (-5.9884, -2.2001, -1.3114)  0.14
H (-7.2826, -0.5699, 0.1158)  0.14
H (-6.1015, 1.2160, 1.4066)  0.13
H (-3.5590, 1.2641, 1.3621)  0.13

HOMO-LUMO gap (alpha / beta) = 3.80 / 2.90 eV
total charge = +2

No. 4
Formula: C14H22BrCl8N2O4P
Source: the OMol25 dataset
Level of theory: wB97M-V/def2-TZVPD

Last column: Löwdin charge in e.
Geometry (Å):
N (-2.7337, 4.3062, 3.6544)  0.13
C (-3.3174, 4.0303, 2.6321)  -0.18
C (-3.7949, 3.5228, 1.1999)  -0.12
C (-3.7467, 1.9243, 0.9984)  -0.38
C (-4.2361, 1.6677, -0.5287)  -0.13
N (-4.6404, 1.5216, -1.6546)  0.18
C (-2.2793, 1.2682, 1.0969)  -0.14
C (-1.6858, 1.1351, 2.5770)  -0.67
O (-2.0955, 0.3792, 3.4862)  -0.03
Br (-0.1073, 2.2983, 3.0346)  0.65
P (-5.0645, 1.0133, 2.0704)  0.71
O (-6.3579, 0.9827, 1.1978)  -0.36
O (-5.4733, 1.8679, 3.4826)  -0.19
O (-4.6569, -0.6281, 2.3354)  -0.17
H (-4.9146, 3.8213, 1.1095)  0.14
H (-3.2489, 4.0832, 0.3583)  0.15
H (-1.5279, 1.7969, 0.3881)  0.14
H (-2.3717, 0.1911, 0.6717)  0.15
H (-6.4206, 2.1719, 3.4235)  0.11
H (-5.4041, -1.0699, 2.8100)  0.10
Cl (1.3739, -2.0849, 2.2540)  0.54
C (0.4659, -2.8472, 3.5836)  -0.66
C (0.2508, -1.8997, 4.7477)  -0.66
Cl (1.7713, -1.5222, 5.5969)  0.54
H (1.0047, -3.7455, 3.8911)  0.07
H (-0.4986, -3.1532, 3.1728)  0.07
H (-0.4148, -2.3590, 5.4811)  0.08
H (-0.1973, -0.9588, 4.4225)  0.04
Cl (4.0365, -0.9022, -2.8733)  0.55
C (4.6270, -0.1151, -1.3870)  -0.68
C (3.7080, -0.3576, -0.2067)  -0.67
Cl (2.1429, 0.4759, -0.3889)  0.51
H (4.7452, 0.9511, -1.5917)  0.08
H (5.6166, -0.5342, -1.1776)  -0.06
H (4.1666, 0.0288, 0.7057)  0.08
H (3.5091, -1.4217, -0.0641)  0.06
Cl (9.4437, 0.1159, -3.1144)  0.54
C (8.9600, -1.5981, -3.1220)  -0.66
C (7.5706, -1.8037, -2.5515)  -0.64
Cl (7.5083, -1.4791, -0.7995)  0.60
H (9.7101, -2.1648, -2.5669)  0.07
H (8.9847, -1.9290, -4.1623)  0.07
H (7.2620, -2.8415, -2.6911)  0.08
H (6.8361, -1.1610, -3.0407)  0.04
Cl (-1.5472, -0.4328, -4.2299)  0.53
C (-3.3227, -0.5152, -4.1065)  -0.68
C (-3.9985, -0.3726, -5.4560)  -0.66
Cl (-3.8185, 1.2675, -6.1289)  0.53
H (-3.6504, 0.2585, -3.4091)  0.01
H (-3.5642, -1.4880, -3.6728)  0.07
H (-5.0700, -0.5562, -5.3547)  0.07
H (-3.5978, -1.0819, -6.1829)  0.07

HOMO-LUMO gap = 9.85 eV
SMILES string = N#CC[C@@](C#N)(CC(=O)Br)P(=O)(O)O.ClCCCl.ClCCCl.ClCCCl.ClCCCl

no.,calculated total energy (eV)
1,-36359.385
2,-30438.257
3,-37746.855
4,-205555.118